This record from the Open Molecules 2025 dataset describes C22H31N3O4S2 in the gas phase in a non-equilibrium geometry. The level of theory is the ωB97M-V functional and the def2-TZVPD basis.

Last column: natural (NBO) charge in e.
Element x y z (Å)
C: 4.60232 -1.15799 2.77323  -0.62
C: 4.31725 -2.50738 2.12605  -0.40
C: 2.96625 -2.51008 1.41595  -0.41
C: 2.71602 -3.78709 0.62819  -0.51
H: 2.81646 -4.66259 1.26972  0.22
H: 1.71833 -3.78530 0.18543  0.21
S: 3.90393 -4.09011 -0.72543  0.17
C: 3.55176 -2.67613 -1.82938  -0.53
C: 4.59699 -1.57660 -1.70004  -0.42
H: 4.80132 -1.37745 -0.64781  0.22
H: 5.52909 -1.89917 -2.16549  0.21
C: 4.13086 -0.26562 -2.34390  -0.22
N: 2.94481 0.24655 -1.69581  -0.62
C: 2.98727 0.77856 -0.46557  0.67
O: 4.01687 0.94114 0.17415  -0.67
C: 1.65794 1.16818 0.10313  -0.33
C: 1.67485 1.65884 1.37291  0.15
N: 0.59299 2.06595 2.05931  -0.37
C: -0.64081 2.05251 1.44804  0.27
C: -1.79085 2.52251 2.10102  -0.27
C: -3.00591 2.52573 1.45408  -0.15
C: -3.10349 2.06099 0.14901  -0.34
C: -1.99825 1.58033 -0.50403  -0.11
C: -0.75387 1.55982 0.13185  -0.21
C: 0.40447 1.03038 -0.60652  0.59
O: 0.27624 0.52117 -1.71972  -0.64
H: -2.07046 1.21329 -1.51559  0.26
S: -4.67496 2.16932 -0.70868  2.31
O: -5.71122 2.23705 0.28741  -0.95
O: -4.58769 3.23759 -1.66008  -0.93
N: -4.67118 0.71034 -1.54068  -0.67
C: -5.28559 0.73200 -2.86035  -0.24
H: -4.64397 0.16861 -3.54372  0.20
H: -5.33101 1.76728 -3.19547  0.24
C: -6.67379 0.07186 -2.72201  -0.43
H: -7.47064 0.75372 -3.01087  0.22
H: -6.73334 -0.81334 -3.35505  0.21
C: -6.77021 -0.31268 -1.24011  -0.42
H: -7.27328 0.47133 -0.67447  0.23
H: -7.28696 -1.25695 -1.08206  0.22
C: -5.30604 -0.36267 -0.79983  -0.23
H: -4.83253 -1.30664 -1.08556  0.20
H: -5.17242 -0.19291 0.26715  0.23
H: -3.89913 2.88628 1.93916  0.25
H: -1.73478 2.89550 3.11002  0.22
C: 0.74207 2.53920 3.41641  -0.40
H: 0.13391 1.94286 4.09885  0.21
H: 0.44489 3.58665 3.49476  0.21
H: 1.78487 2.45086 3.71222  0.23
H: 2.63293 1.72357 1.87268  0.25
H: 2.03158 0.14482 -2.13105  0.44
H: 4.92962 0.47501 -2.23849  0.22
H: 3.90674 -0.40931 -3.40183  0.20
H: 3.53000 -3.07568 -2.84346  0.22
H: 2.55729 -2.31520 -1.56975  0.22
H: 2.90725 -1.64661 0.75045  0.20
H: 2.16357 -2.40569 2.15297  0.20
H: 5.10096 -2.73616 1.40110  0.21
H: 4.33007 -3.29576 2.88287  0.19
H: 5.57341 -1.16801 3.26210  0.21
H: 4.60299 -0.37047 2.02233  0.23
H: 3.84423 -0.92619 3.52027  0.19

The energy above the lowest of the compared OMol25 structures with the same formula, charge and spin comes out at 4.2 kJ/mol. The HOMO energy is -8.261 eV. For the largest force on an atom, the calculation gives 1.2 eV/Å. For the molecular weight, the calculation gives 465.64 u.